Molecular formula: C6H12N2
Method: DFT, ωB97M-V/def2-TZVPD

Geometry as XYZ:
```
20
Properties=species:S:1:pos:R:3:mulliken_charge:R:1
C -0.955 -1.580 -0.860 -1.4658
C -1.280 -0.305 -0.143 0.9596
C -2.202 -0.257 1.039 -1.4404
C -0.387 0.626 -0.397 0.5430
C -0.447 2.075 -0.122 -1.5631
C 1.089 0.375 -0.759 -0.3592
H -1.054 -1.569 -1.919 0.3483
H 0.075 -1.857 -0.618 0.3807
H -1.612 -2.314 -0.492 0.4389
H -3.038 -0.933 0.938 0.4029
H -2.703 0.656 1.215 0.4062
H -1.672 -0.485 2.011 0.2683
H -1.115 2.478 0.608 0.3918
H -0.639 2.606 -1.084 0.3096
H 0.554 2.426 0.072 0.3877
H 1.615 1.175 -1.383 0.3588
H 2.053 -0.970 1.735 0.1637
H 3.351 -0.210 1.042 0.1789
N 1.844 -0.569 -0.236 -0.3029
N 2.338 -0.374 0.997 -0.4069
```

Properties
**E_LUMO**: -0.0106 Ha
**Electronic energy**: -9391.1699 eV

Molecular formula: C6H12N2O
Method: DFT, ωB97M-V/def2-TZVPD

Geometry as XYZ:
```
21
Properties=species:S:1:pos:R:3:mulliken_charge:R:1
C 1.128 -0.689 -2.628 -0.4953
C 1.621 -0.433 1.567 -1.3942
C -1.405 -0.800 1.218 -1.8546
C -1.483 1.375 -0.055 -1.5790
N 0.251 -0.056 -1.881 0.2749
C 0.884 0.529 0.678 0.6580
C -0.701 0.084 0.203 1.6080
N -0.428 -0.683 -0.957 -0.8966
O 1.341 1.581 0.286 -0.5724
H 0.420 0.955 -1.784 0.3040
H 1.669 -0.129 -3.370 0.2790
H 1.090 -1.766 -2.635 0.3019
H 2.661 -0.106 1.668 0.4003
H 1.177 -0.456 2.551 0.2934
H 1.584 -1.433 1.144 0.3296
H -1.406 -0.335 2.200 0.3850
H -2.437 -0.952 0.906 0.4092
H -0.926 -1.776 1.263 0.3909
H -2.288 1.181 -0.769 0.4139
H -0.852 2.156 -0.488 0.3503
H -1.900 1.750 0.884 0.3937
```

Properties
**E_LUMO (spin up / spin down)**: 0.0289 / 0.0290 Ha
**Electronic energy**: -11441.5494 eV

Molecular formula: C6H12N2O
Method: DFT, ωB97M-V/def2-TZVPD

Geometry as XYZ:
```
21
Properties=species:S:1:pos:R:3:mulliken_charge:R:1
C 2.825 -2.365 -1.128 -1.0249
C -0.046 -0.465 -1.972 -0.2594
C 0.748 -1.228 -0.070 -0.5196
C 1.513 -1.649 -1.119 0.4968
N -0.210 -0.410 -0.619 -0.0643
N 0.979 -1.198 -2.305 -0.6177
H -1.113 -0.125 -0.279 0.3416
H -0.806 -0.068 -2.626 0.3833
H 0.723 -1.528 0.963 0.3889
H 3.623 -1.652 -1.329 0.2293
H 2.785 -3.050 -1.982 0.3002
H 3.005 -2.975 -0.245 0.3184
C -1.820 1.894 1.493 0.1224
C -1.461 3.329 1.839 -1.0147
O -1.844 1.000 2.616 -0.5433
H -2.807 1.810 1.045 0.4127
H -1.151 1.443 0.754 -0.1237
H -1.193 3.389 2.897 0.2942
H -0.980 1.071 3.056 0.2972
H -2.311 3.971 1.657 0.2377
H -0.555 3.693 1.364 0.3452
```

Properties
**E_LUMO**: 0.0263 Ha
**Electronic energy**: -11443.6638 eV

Molecular formula: C6H12N2O
Method: DFT, ωB97M-V/def2-TZVPD

Geometry as XYZ:
```
21
Properties=species:S:1:pos:R:3:mulliken_charge:R:1
C 0.028 -0.814 -1.134 0.4211
C -0.636 -2.138 -1.251 -1.4814
C 1.166 2.122 -0.101 -1.4526
C -0.192 -0.124 1.255 0.6851
N -1.322 0.629 0.940 -0.4263
C 0.875 -0.499 -0.047 0.1548
C 1.396 0.762 0.470 -0.6029
O -0.521 0.216 -1.858 -0.5031
N -0.036 -0.819 2.317 -0.8039
H -1.290 -0.106 -2.343 0.3101
H -1.281 1.181 0.098 0.2039
H -1.804 1.030 1.732 0.2403
H -0.840 -0.751 2.941 0.2147
H 1.423 -1.365 0.307 0.3635
H 2.139 0.648 1.248 0.5369
H -0.549 -2.537 -2.268 0.4230
H -0.193 -2.853 -0.562 0.3356
H -1.709 -2.065 -1.014 0.3675
H 0.492 2.721 0.530 0.2848
H 2.113 2.664 -0.159 0.4253
H 0.742 2.099 -1.104 0.3038
```

Properties
**E_LUMO (spin up / spin down)**: 0.0248 / 0.0229 Ha
**Electronic energy**: -11440.5107 eV

Molecular formula: C6H12N2O
Method: DFT, ωB97M-V/def2-TZVPD

Geometry as XYZ:
```
21
Properties=species:S:1:pos:R:3:mulliken_charge:R:1
C -2.811 0.166 0.174 -1.2366
C -1.533 0.853 0.467 0.9564
C -0.571 1.201 -0.484 -0.8911
C -0.023 1.905 1.583 -0.2867
N -1.151 1.230 1.687 -0.6628
N 0.421 1.830 0.287 -0.0385
H -2.855 -0.332 -0.758 0.3460
H -3.571 0.959 0.312 0.2898
H -0.445 1.165 -1.532 0.5902
H 0.235 2.816 2.128 0.3470
H 1.343 1.884 -0.124 0.2535
H -3.148 -0.401 1.063 0.3577
C 1.391 -0.908 -0.495 0.2935
C 1.298 -2.372 -0.627 -1.2487
O 2.643 -0.402 -0.895 -0.5897
H 0.635 -0.488 -1.206 -0.0070
H 1.150 -0.555 0.508 0.2578
H 1.793 -2.938 0.199 0.3219
H 3.256 -0.151 -0.196 0.3140
H 1.604 -2.621 -1.679 0.2831
H 0.342 -2.840 -0.412 0.3502
```

Properties
**E_LUMO**: 0.0256 Ha
**Electronic energy**: -11442.5802 eV

Molecular formula: C6H12N2O
Method: DFT, ωB97M-V/def2-TZVPD

Geometry as XYZ:
```
21
Properties=species:S:1:pos:R:3:mulliken_charge:R:1
C -0.194 -0.441 -1.992 -1.5017
C -0.110 -0.959 -0.555 1.0542
C -1.388 -1.669 -0.183 -0.4750
C 1.032 -1.765 -0.286 -1.0563
C -2.386 -2.061 -0.976 -0.6626
H -1.325 -2.182 0.772 0.3217
H -0.385 -1.223 -2.726 0.4280
H -1.067 0.209 -2.101 0.3538
H 0.765 -0.008 -2.269 0.3928
H 1.945 -1.378 0.137 0.2709
H 0.972 -2.840 -0.363 0.3657
H -3.160 -2.755 -0.681 0.2591
H -2.558 -1.671 -1.968 0.2362
C 0.477 2.528 1.678 0.5348
N 0.915 1.599 0.652 -0.4433
N 1.306 2.637 2.743 -0.3791
O -0.540 3.159 1.517 -0.5961
H 1.013 3.250 3.487 0.2413
H 1.939 1.578 0.573 0.2412
H 0.626 1.966 -0.249 0.2193
H 2.122 2.025 2.789 0.1951
```

Properties
**E_LUMO (spin up / spin down)**: 0.0010 / 0.0029 Ha
**Electronic energy**: -11440.9814 eV

Molecular formula: C6H12N2O2
Method: DFT, ωB97M-V/def2-TZVPD

Geometry as XYZ:
```
22
Properties=species:S:1:pos:R:3:mulliken_charge:R:1
C 1.752 2.465 0.346 -1.4753
C 1.347 1.006 0.185 0.3350
O 2.322 0.124 0.723 -0.5571
C -0.009 0.755 0.812 -0.2013
C -1.260 0.958 0.038 -0.6220
N -0.843 -0.375 0.443 -0.2633
C -0.408 -1.300 -0.575 -0.0854
C -1.531 -2.241 -0.944 0.3629
N -2.435 -2.654 -0.130 -0.8516
H 2.741 2.637 -0.100 0.3478
H 1.023 3.121 -0.148 0.3447
H 1.796 2.740 1.411 0.3831
H 1.310 0.766 -0.887 0.2816
H 2.456 0.331 1.653 0.3673
H -0.031 0.975 1.886 0.3765
H -2.154 1.356 0.521 0.2658
H -1.151 1.214 -1.021 0.2649
H -0.073 -0.831 -1.518 0.2301
H 0.437 -1.890 -0.189 0.3177
O -1.144 -3.181 -1.801 -0.5202
H -2.582 -1.950 0.595 0.3027
H -1.564 -4.026 -1.302 0.3961
```

Properties
**E_LUMO**: 0.0278 Ha
**Electronic energy**: -13489.7711 eV

Molecular formula: C6H12N2O2
Method: DFT, ωB97M-V/def2-TZVPD

Geometry as XYZ:
```
22
Properties=species:S:1:pos:R:3:mulliken_charge:R:1
C -1.478 -0.685 1.139 -0.7821
N -0.244 0.044 0.929 0.1570
C 1.017 -0.657 1.032 -0.7998
C -0.212 1.349 0.863 -0.3139
H -1.212 -1.745 1.107 0.2803
H -1.902 -0.398 2.115 0.3502
H -2.220 -0.439 0.364 0.3115
H 0.787 -1.717 0.951 0.2885
H 1.688 -0.317 0.231 0.3137
H 1.501 -0.416 1.989 0.2948
H 0.742 1.849 0.667 0.3233
H -1.177 1.860 0.744 0.3488
C 1.638 2.995 3.308 -0.5039
C 1.096 3.099 4.732 -0.3059
O -0.023 2.229 4.772 -0.4323
C -0.187 1.675 3.520 0.4001
O -1.092 0.846 3.399 -0.6760
N 0.701 2.140 2.617 -0.2184
H 1.724 3.972 2.817 0.2643
H 2.659 2.574 3.316 0.2191
H 1.781 2.816 5.510 0.2435
H 0.774 4.095 5.003 0.2372
```

Properties
**E_LUMO**: 0.0182 Ha
**Electronic energy**: -13489.6970 eV

Molecular formula: C6H12N2O2
Method: DFT, ωB97M-V/def2-TZVPD

Geometry as XYZ:
```
22
Properties=species:S:1:pos:R:3:mulliken_charge:R:1
C 0.224 -1.345 -1.249 -1.1187
N 0.309 -0.459 -0.099 0.2356
C -0.191 -1.078 1.109 -0.4683
C -1.703 -1.248 1.092 0.3313
N -2.438 -0.133 1.184 -0.4195
C 1.607 0.163 0.024 -0.6535
C 1.836 1.297 -0.966 0.5637
C 0.684 2.218 -1.247 -1.0185
O 2.936 1.461 -1.458 -0.5733
H -0.826 -1.567 -1.482 0.2843
H 0.666 -0.868 -2.134 0.4008
H 0.754 -2.302 -1.073 0.3582
H 0.250 -2.071 1.311 0.2692
H 0.035 -0.438 1.974 0.3625
H 1.690 0.639 1.015 0.3838
H 2.449 -0.549 -0.067 0.2811
H 0.140 2.436 -0.317 0.2886
H 1.045 3.142 -1.713 0.3472
H -0.030 1.720 -1.919 0.2742
O -2.240 -2.319 1.415 -0.6317
H -2.293 0.575 0.474 0.2397
H -3.305 -0.372 1.763 0.2634
```

Properties
**E_LUMO**: 0.0209 Ha
**Electronic energy**: -13491.2918 eV

Molecular formula: C6H12N2O3
Method: DFT, ωB97M-V/def2-TZVPD

Geometry as XYZ:
```
23
Properties=species:S:1:pos:R:3:mulliken_charge:R:1
C -2.351 -0.957 -0.186 0.5584
C -2.041 1.264 -0.506 -0.2941
C 1.252 1.743 0.224 -1.5345
C 1.784 -0.559 1.096 -1.3783
C 0.892 -0.310 -1.201 -1.4499
C 0.793 0.252 0.304 1.4975
N -1.201 -0.931 0.720 0.3214
N -0.568 0.192 0.862 -0.6561
O -2.939 -1.984 -0.307 -0.6039
O -2.576 0.111 -0.846 -0.2058
O -0.474 -2.160 0.713 -0.3901
H -2.553 1.866 0.295 0.2623
H -1.790 1.856 -1.481 0.2762
H 1.283 2.174 1.322 0.3087
H 2.250 1.835 -0.346 0.3370
H 0.480 2.166 -0.308 0.4373
H 1.865 -1.497 0.580 0.3878
H 1.353 -0.817 2.115 0.3500
H 2.925 -0.221 1.117 0.2810
H 0.470 0.434 -1.956 0.3190
H 2.033 -0.437 -1.430 0.4032
H 0.298 -1.176 -1.339 0.3978
H -1.185 -2.842 0.560 0.3752
```

Properties
**E_LUMO (spin up / spin down)**: -0.0112 / 0.0026 Ha
**Electronic energy**: -15532.7190 eV